Computed, not measured: C4H3Br in the gas phase in a non-equilibrium geometry, with ωB97M-V with the def2-TZVPD basis set.

Last column: natural (NBO) charge in e.
Element x y z (Å)
1 C -2.21 -0.04 0.13  0.115
2 C -3.85 0.34 -0.04  -0.214
3 C 0.31 0.09 0.20  -0.278
4 C -0.93 -0.42 0.08  -0.413
5 Br -5.10 -0.91 0.32  0.162
6 H 1.16 -0.57 0.24  0.200
7 H 0.50 1.14 0.22  0.198
8 H -1.01 -1.52 -0.03  0.230

## Properties
Electronic energy in eV: -74230.731
HOMO-LUMO gap (alpha / beta) in Eh: 0.256 / 0.259
⟨S²⟩: 2.08
2S+1: 3
Energy above the lowest of the compared OMol25 structures with the same formula, charge and spin in eV: 1.409
HOMO level (alpha / beta) in eV: -7.65 / -8.87

Computed, not measured: a gas-phase ion, C6H11N2OS (charge +1) in a non-equilibrium geometry, with ωB97M-V with the def2-TZVPD basis set.

Last column: natural (NBO) charge in e.
Element x y z (Å)
1 C 0.21 3.08 0.89  -0.427
2 N 0.19 1.67 0.45  -0.502
3 C 0.10 0.63 1.25  0.737
4 C 0.27 0.81 2.69  -0.720
5 O 0.08 -0.65 0.92  -0.474
6 C 0.02 -1.39 -0.35  0.341
7 N 0.20 -0.72 -1.38  -0.467
8 C 0.03 -1.65 -2.50  -0.250
9 C -0.64 -2.92 -2.08  -0.531
10 S -0.48 -3.00 -0.28  0.362
11 H -0.72 3.17 1.43  0.225
12 H 1.15 3.23 1.44  0.248
13 H -0.05 3.62 -0.06  0.252
14 H -0.08 1.41 -0.53  0.458
15 H 0.33 -0.25 3.15  0.282
16 H 1.17 1.17 3.01  0.269
17 H -0.58 1.44 3.03  0.264
18 H 1.08 -1.88 -2.88  0.225
19 H -0.59 -1.09 -3.24  0.232
20 H -1.58 -2.93 -2.40  0.226
21 H -0.12 -3.74 -2.56  0.252

## Properties
Electronic energy in eV: -22255.358
HOMO-LUMO gap in Eh: 0.340
SMILES: C/[NH+]=C(\C)OC1=NCCS1
Total charge: +1
Energy above the lowest of the compared OMol25 structures with the same formula, charge and spin in eV: 1.238
HOMO level in eV: -12.85

Computed, not measured: a molecular structure, C23H21ClF4IN2O9S2W in a non-equilibrium geometry, with ωB97M-V with the def2-TZVPD basis set.

Last column: natural (NBO) charge in e.
Element x y z (Å)
1 W 2.26 -0.09 -0.11  2.032
2 C -3.39 -5.17 1.37  -0.622
3 C -3.76 -3.73 1.69  -0.026
4 C -5.08 -3.34 1.05  -0.400
5 C -5.50 -1.96 1.52  -0.421
6 C -4.39 -0.98 1.32  -0.025
7 C -4.64 0.38 1.26  -0.225
8 C -3.61 1.30 1.04  0.400
9 F -3.95 2.60 1.03  -0.312
10 C -2.32 0.90 0.84  -0.223
11 C -2.05 -0.48 0.88  -0.049
12 C -0.70 -0.92 0.65  0.529
13 O 0.16 -0.04 0.31  -0.670
14 C -0.42 -2.29 0.81  -0.313
15 C -1.45 -3.14 1.11  0.165
16 N -2.73 -2.77 1.25  -0.325
17 C -3.06 -1.42 1.15  0.149
18 C 0.95 -2.86 0.71  0.817
19 O 1.12 -4.05 0.85  -0.607
20 O 1.92 -2.01 0.52  -0.719
21 H -4.24 -5.80 1.61  0.226
22 H -2.54 -5.53 1.95  0.226
23 H -3.16 -5.30 0.31  0.224
24 H -3.85 -3.62 2.78  0.200
25 H -5.84 -4.09 1.31  0.220
26 H -4.97 -3.36 -0.04  0.214
27 H -5.77 -2.01 2.59  0.217
28 H -6.39 -1.62 0.99  0.227
29 H -5.65 0.77 1.38  0.228
30 H -1.51 1.60 0.69  0.283
31 H -1.21 -4.19 1.23  0.251
32 C 0.34 1.54 -1.89  -0.264
33 O 1.57 1.22 -1.28  -0.594
34 H 0.54 1.92 -2.89  0.234
35 H -0.14 2.33 -1.30  0.212
36 H -0.33 0.67 -1.95  0.170
37 O 3.38 1.58 0.27  -0.635
38 Cl 1.34 1.59 2.55  1.908
39 O 0.16 1.01 3.16  -0.857
40 O 0.93 2.44 1.45  -0.827
41 O 2.12 0.38 1.96  -0.863
42 F 2.95 -2.42 -1.95  -0.342
43 C 2.18 -1.28 -1.94  0.682
44 F 2.43 -0.69 -3.15  -0.346
45 F 0.89 -1.72 -2.08  -0.358
46 I 4.81 -1.21 0.82  -0.248
47 C 4.30 1.58 -0.64  0.586
48 C 5.43 2.40 -0.69  -0.277
49 C 6.32 2.17 -1.71  -0.125
50 C 6.09 1.14 -2.64  -0.294
51 C 4.95 0.39 -2.51  0.081
52 N 4.07 0.63 -1.54  -0.480
53 H 5.58 3.16 0.06  0.239
54 H 7.21 2.77 -1.78  0.213
55 H 6.79 0.94 -3.43  0.218
56 H 4.72 -0.41 -3.20  0.219
57 C 0.47 5.34 0.04  -0.269
58 O 0.29 5.50 -1.36  -0.528
59 C 1.22 5.00 -2.16  0.018
60 S 1.04 5.20 -3.84  -0.362
61 S 2.58 4.15 -1.63  -0.353
62 H -0.41 5.78 0.50  0.171
63 H 1.38 5.85 0.36  0.189
64 H 0.56 4.28 0.30  0.214

## Properties
Electronic energy in eV: -100586.649
HOMO-LUMO gap (alpha / beta) in Eh: 0.131 / 0.131
Total charge: -1
Energy above the lowest of the compared OMol25 structures with the same formula, charge and spin in eV: 2.061
HOMO level (alpha / beta) in eV: -3.17 / -3.17

Computed, not measured: 3 unconnected molecules or ions with the total composition C7H15NO2 in a non-equilibrium geometry, with ωB97M-V with the def2-TZVPD basis set.

Last column: natural (NBO) charge in e.
Element x y z (Å)
1 C -0.07 1.72 0.07  0.211
2 C -1.17 1.39 1.01  -0.688
3 C -0.31 0.46 -1.61  -0.007
4 N 0.03 2.97 -0.43  -0.742
5 C -1.57 0.40 -2.04  -0.406
6 O 0.69 0.81 -2.49  -0.716
7 H 1.52 0.45 -2.13  0.490
8 H 0.88 1.23 0.27  0.245
9 H 0.79 3.17 -1.05  0.406
10 H -0.83 3.46 -0.64  0.390
11 H -2.13 1.80 0.68  0.215
12 H -0.93 1.81 1.99  0.243
13 H -1.25 0.31 1.13  0.269
14 H -2.37 0.17 -1.34  0.202
15 H -1.84 0.54 -3.08  0.204
16 C 1.94 -2.45 1.61  -0.659
17 C 0.83 -1.87 0.77  0.380
18 C -0.45 -2.31 0.87  -0.641
19 O 1.24 -0.91 -0.05  -0.799
20 H 0.25 -0.32 -0.75  0.385
21 H 2.41 -1.66 2.20  0.209
22 H 2.71 -2.87 0.96  0.217
23 H 1.58 -3.23 2.29  0.209
24 H -0.71 -3.10 1.56  0.198
25 H -1.22 -1.94 0.21  0.185

## Properties
Electronic energy in eV: -13083.496
HOMO-LUMO gap in Eh: 0.259
Energy above the lowest of the compared OMol25 structures with the same formula, charge and spin in eV: 4.786
HOMO level in eV: -7.38

Computed, not measured: a molecular structure, C24H35CrFN5O3 in a non-equilibrium geometry, with ωB97M-V with the def2-TZVPD basis set.

Last column: natural (NBO) charge in e.
Element x y z (Å)
1 Cr -0.43 -0.11 -1.66  1.383
2 C 0.67 0.98 -4.61  -0.427
3 C 0.78 -0.54 -4.50  -0.225
4 N -0.10 -1.12 -3.46  -0.614
5 C -1.38 -1.70 -3.92  -0.225
6 C -1.94 -2.49 -2.74  -0.244
7 N -1.82 -1.72 -1.47  -0.626
8 C -3.10 -1.38 -0.82  -0.215
9 C -3.86 -0.26 -1.52  -0.432
10 C -3.18 1.10 -1.45  -0.222
11 N -2.01 1.16 -2.37  -0.639
12 C -1.52 2.56 -2.58  -0.235
13 C -0.21 2.75 -1.83  -0.237
14 N 0.69 1.62 -2.13  -0.627
15 C 1.37 1.71 -3.46  -0.234
16 H -0.37 1.29 -4.74  0.196
17 H 1.21 1.27 -5.52  0.260
18 H 1.80 -0.78 -4.23  0.229
19 H 0.56 -1.00 -5.46  0.224
20 H 0.43 -1.90 -3.08  0.411
21 H -1.23 -2.36 -4.77  0.236
22 H -2.07 -0.91 -4.23  0.185
23 H -1.36 -3.41 -2.65  0.226
24 H -2.98 -2.78 -2.92  0.236
25 H -1.33 -2.31 -0.80  0.414
26 H -2.87 -1.07 0.20  0.216
27 H -3.75 -2.26 -0.77  0.223
28 H -4.84 -0.17 -1.04  0.263
29 H -4.05 -0.52 -2.57  0.206
30 H -2.84 1.31 -0.43  0.226
31 H -3.90 1.87 -1.73  0.224
32 H -2.37 0.85 -3.27  0.395
33 H -2.26 3.28 -2.23  0.235
34 H -1.37 2.73 -3.64  0.221
35 H -0.40 2.75 -0.76  0.221
36 H 0.23 3.71 -2.11  0.232
37 H 1.45 1.68 -1.46  0.425
38 H 2.36 1.27 -3.33  0.241
39 H 1.50 2.76 -3.72  0.220
40 C 4.39 -1.33 3.81  -0.630
41 C 3.24 -0.46 4.28  -0.031
42 C 2.61 -1.03 5.54  -0.406
43 C 1.52 -0.10 6.05  -0.432
44 C 0.51 0.16 4.96  0.013
45 C -0.78 0.51 5.29  -0.211
46 C -1.72 0.75 4.29  0.430
47 F -2.96 1.09 4.64  -0.292
48 C -1.40 0.65 2.96  -0.267
49 C -0.09 0.28 2.60  -0.055
50 C 0.25 0.14 1.21  0.468
51 O -0.61 0.40 0.29  -0.746
52 C 1.57 -0.25 0.94  -0.320
53 C 2.48 -0.43 1.95  0.168
54 N 2.18 -0.30 3.24  -0.286
55 C 0.88 0.04 3.60  0.155
56 C 1.93 -0.49 -0.49  0.786
57 O 2.90 0.02 -1.02  -0.575
58 O 1.05 -1.25 -1.12  -0.727
59 H 5.03 -1.55 4.66  0.253
60 H 5.02 -0.85 3.06  0.225
61 H 4.03 -2.29 3.42  0.224
62 H 3.62 0.54 4.49  0.219
63 H 3.39 -1.15 6.30  0.246
64 H 2.20 -2.02 5.33  0.218
65 H 1.95 0.84 6.39  0.237
66 H 1.01 -0.54 6.91  0.246
67 H -1.08 0.60 6.32  0.254
68 H -2.14 0.85 2.20  0.237
69 H 3.50 -0.67 1.69  0.251

## Properties
Electronic energy in eV: -70177.811
HOMO-LUMO gap (alpha / beta) in Eh: 0.257 / 0.278
⟨S²⟩: 0.77
Total charge: +2
2S+1: 2
HOMO level (alpha / beta) in eV: -13.93 / -13.92